Entry one
Density functional theory data (the ωB97M-V functional and the def2-TZVPD basis) for a 2-piece molecular cluster, C5H12Si overall.

Its spin multiplicity is 1.

XYZ file:
```
18
Properties=species:S:1:pos:R:3:nbo_charge:R:1
C 1.218 0.503 -0.320 -0.90
C -0.020 -0.032 0.614 -0.57
C 0.447 -2.538 1.341 -0.61
C -0.676 3.005 -1.315 -1.14
C -0.460 -1.493 0.599 -0.44
Si -0.461 1.262 -0.725 1.40
H 1.967 1.111 0.234 0.23
H 1.691 -0.268 -0.939 0.24
H 0.293 0.257 1.662 0.23
H 0.963 -1.905 2.128 0.20
H 1.194 -2.902 0.596 0.22
H -0.214 -3.239 1.868 0.22
H -1.409 3.646 -0.787 0.26
H 0.294 3.383 -1.180 0.25
H -0.947 3.143 -2.324 0.27
H -1.307 -1.635 1.195 0.20
H -0.786 -1.586 -0.429 0.24
H -1.787 -0.713 -2.217 -0.29
```


Entry two
Density functional theory data (the ωB97M-V functional and the def2-TZVPD basis) for a 2-piece molecular cluster, C5H12Si overall.

Its spin multiplicity is 1.

XYZ file:
```
18
Properties=species:S:1:pos:R:3:nbo_charge:R:1
C -0.964 -0.003 0.369 0.38
C 1.215 1.238 0.100 -0.33
C -1.482 -0.328 -0.942 -0.82
C -1.687 -0.334 1.534 -0.81
C 1.438 1.304 -1.338 -0.81
Si 1.690 -0.490 0.814 0.78
H -2.567 -0.281 -0.893 0.21
H -1.022 -1.234 -1.162 0.29
H -1.043 0.343 -1.770 0.25
H -2.189 -1.261 1.540 0.23
H -2.438 0.599 1.563 0.29
H -1.084 -0.390 2.419 0.25
H 0.841 2.079 -2.029 0.20
H 2.580 1.474 -1.416 0.28
H 1.190 0.333 -1.975 0.17
H 3.245 -0.790 0.989 -0.17
H 1.230 -1.717 0.071 -0.21
H 1.047 -0.542 2.127 -0.19
```


Bottom line: entry one, by a margin of 59.7 kcal/mol.


Entry one
Density functional theory data (the ωB97M-V functional and the def2-TZVPD basis) for a 2-piece molecular cluster, C5H12Si overall.

Its spin multiplicity is 1. The SMILES is C=[SiH2].C/C=C/C.

XYZ file:
```
18
Properties=species:S:1:pos:R:3:nbo_charge:R:1
C -1.241 -2.349 0.044 -1.04
Si -1.625 -2.161 -1.691 0.93
H -0.758 -1.507 0.448 0.20
H -2.096 -2.666 0.672 0.22
H -0.430 -1.703 -2.432 -0.17
H -2.689 -2.855 -2.622 -0.14
C -0.726 2.342 1.117 -0.66
C 0.052 1.119 0.705 -0.18
C 1.355 0.919 0.804 -0.19
C 1.898 -0.473 0.610 -0.64
H -0.400 2.904 2.063 0.22
H -0.544 3.058 0.236 0.22
H -1.814 2.084 1.097 0.22
H -0.599 0.303 0.490 0.18
H 1.962 1.741 1.002 0.19
H 2.461 -0.941 1.416 0.22
H 1.057 -1.117 0.448 0.21
H 2.456 -0.552 -0.395 0.21
```


Entry two
Density functional theory data (the ωB97M-V functional and the def2-TZVPD basis) for a 2-piece molecular cluster, C5H12Si overall.

Its spin multiplicity is 1.

XYZ file:
```
18
Properties=species:S:1:pos:R:3:nbo_charge:R:1
C 3.976 -0.872 -0.264 -0.42
C 2.953 -0.055 -0.096 -0.15
C 2.952 1.428 -0.025 -0.66
C -3.586 1.077 -0.331 -1.18
C -2.877 -1.626 0.382 -1.19
Si -1.988 0.081 0.145 0.97
H 3.693 -1.940 -0.370 0.19
H 4.988 -0.767 -0.444 0.19
H 1.958 -0.398 0.224 0.20
H 3.492 1.963 -0.731 0.21
H 3.456 1.670 0.838 0.22
H 1.978 1.815 -0.013 0.21
H -3.806 1.696 0.619 0.24
H -3.634 1.684 -1.168 0.24
H -4.413 0.363 -0.290 0.22
H -3.518 -2.169 -0.324 0.25
H -2.159 -2.403 0.655 0.22
H -3.463 -1.548 1.193 0.23
```


Bottom line: entry two, by a margin of 11.5 kcal/mol.


Entry one
Density functional theory data (the ωB97M-V functional and the def2-TZVPD basis) for a 2-piece molecular cluster, C3H4INO overall.

Its spin multiplicity is 1.

XYZ file:
```
10
Properties=species:S:1:pos:R:3:nbo_charge:R:1
C -0.716 1.279 0.264 0.41
C -0.339 -0.898 0.337 -0.18
C 0.657 -0.102 -0.562 -0.10
N 0.329 1.230 -0.468 -0.56
O -1.154 0.171 0.813 -0.47
I 2.811 -0.207 -0.003 0.11
H -1.092 2.190 0.771 0.20
H -1.038 -1.801 -0.092 0.22
H 0.158 -1.420 1.178 0.21
H 0.385 -0.442 -2.238 0.16
```


Entry two
Density functional theory data (the ωB97M-V functional and the def2-TZVPD basis) for a 2-piece molecular cluster, C3H4INO overall.

Its spin multiplicity is 1. The SMILES is O/N=C/I.C#C.

XYZ file:
```
10
Properties=species:S:1:pos:R:3:nbo_charge:R:1
O 1.910 -0.865 -0.012 -0.55
N 1.070 -0.341 -0.983 -0.16
C -0.018 -0.908 -0.951 -0.08
I -1.501 -0.168 -2.242 0.12
H 2.579 -0.150 -0.075 0.48
H -0.496 -1.486 -0.179 0.20
C -0.970 1.426 0.714 -0.23
C -0.575 0.643 1.502 -0.25
H -1.566 2.153 0.217 0.24
H -0.433 -0.303 2.007 0.24
```


Bottom line: entry one, by a margin of 25.7 kcal/mol.


Entry one
Density functional theory data (the ωB97M-V functional and the def2-TZVPD basis) for a 2-piece molecular cluster, C5H13OP overall.

Its spin multiplicity is 1.

XYZ file:
```
20
Properties=species:S:1:pos:R:3:nbo_charge:R:1
C -1.630 -0.765 -0.190 -0.70
C -0.335 0.656 1.420 -0.71
C -0.655 1.449 -0.940 -0.71
C 1.499 -1.260 -1.044 -0.77
C -0.788 0.393 0.060 0.21
O 2.563 1.150 0.028 -1.10
P 2.362 -0.306 0.128 1.55
H -1.941 -1.212 0.761 0.21
H -1.126 -1.457 -0.801 0.23
H -2.652 -0.604 -0.751 0.22
H -1.184 1.242 1.849 0.23
H -0.189 -0.375 1.942 0.22
H 0.551 1.251 1.292 0.26
H 0.446 1.907 -0.740 0.26
H -0.629 1.086 -1.905 0.22
H -1.379 2.338 -0.845 0.22
H 0.870 -2.004 -0.617 0.20
H 1.651 -1.292 -2.147 0.23
H 1.904 -0.627 1.288 -0.13
H 3.524 -0.932 0.333 -0.13
```


Entry two
Density functional theory data (the ωB97M-V functional and the def2-TZVPD basis) for a 2-piece molecular cluster, C5H13OP overall.

Its spin multiplicity is 1. The SMILES is C[PH2]=O.C=C(C)C.

XYZ file:
```
20
Properties=species:S:1:pos:R:3:nbo_charge:R:1
C -0.074 3.699 2.082 -1.02
P 0.900 2.355 1.323 1.54
O 0.005 1.291 0.896 -1.11
H 0.421 4.530 2.468 0.24
H -0.673 3.427 3.020 0.27
H -0.898 3.777 1.305 0.26
H 1.821 1.991 2.339 -0.11
H 1.773 2.644 0.190 -0.07
C -0.279 -3.031 -2.142 -0.42
C -0.232 -2.124 -1.205 0.02
C -1.573 -1.806 -0.591 -0.66
C 1.032 -1.373 -0.882 -0.65
H -1.254 -3.605 -2.382 0.19
H 0.661 -3.270 -2.568 0.19
H -2.109 -2.755 -0.331 0.22
H -1.395 -1.069 0.263 0.24
H -2.230 -1.376 -1.385 0.22
H 0.987 -0.247 -1.151 0.22
H 1.156 -1.414 0.190 0.22
H 1.960 -1.644 -1.439 0.21
```


Bottom line: entry two, by a margin of 62.8 kcal/mol.


Entry one
Density functional theory data (the ωB97M-V functional and the def2-TZVPD basis) for an isolated ion of composition C4H10NS and charge -2.

The net charge is -2. Its spin multiplicity is 2. Its expectation value of S² is 0.751.

XYZ file:
```
16
Properties=species:S:1:pos:R:3:lowdin_spin:R:1
C 0.762 -0.435 0.832 0.07
N -0.389 0.415 0.518 0.01
C -0.247 1.251 -0.680 0.00
C -0.641 0.592 -2.012 0.00
S -0.638 1.734 -3.449 0.01
C 0.407 -1.354 1.995 0.50
H 1.623 0.199 1.059 0.02
H 1.058 -1.037 -0.038 0.02
H -1.179 -0.222 0.435 0.02
H -0.842 2.159 -0.577 0.00
H 0.804 1.525 -0.761 0.00
H 0.073 -0.205 -2.233 0.00
H -1.620 0.131 -1.891 0.00
H -0.288 -2.124 1.638 0.10
H -0.147 -0.766 2.728 0.08
H 1.265 -1.865 2.436 0.15
```


Entry two
Density functional theory data (the ωB97M-V functional and the def2-TZVPD basis) for an isolated ion of composition C4H10NS and charge -2.

The net charge is -2. Its spin multiplicity is 2. Its expectation value of S² is 0.751.

XYZ file:
```
16
Properties=species:S:1:pos:R:3:lowdin_spin:R:1
C 0.125 0.082 -1.419 0.00
C -0.772 1.211 -0.984 0.01
S -1.468 2.184 -2.424 0.05
C 0.901 -0.655 -0.252 0.07
N 0.074 -1.226 0.809 0.01
C 0.057 -0.453 2.071 0.47
H -0.436 -0.744 -1.887 0.00
H 0.859 0.299 -2.196 0.00
H -0.230 1.892 -0.324 0.01
H -1.669 0.913 -0.454 0.01
H 1.429 -1.482 -0.746 0.02
H 1.588 0.089 0.146 0.03
H -0.874 -1.274 0.454 0.01
H 1.100 -0.271 2.360 0.11
H -0.246 -1.072 2.922 0.15
H -0.437 0.506 1.925 0.05
```


Bottom line: entry one, by a margin of 14.0 kcal/mol.


Entry one
Density functional theory data (the ωB97M-V functional and the def2-TZVPD basis) for an isolated ion of composition C9H18N3 and charge +1.

The net charge is +1. Its spin multiplicity is 1. The SMILES is C=[N+](CC)C1=C(C)CN(C)N1C.

XYZ file:
```
30
Properties=species:S:1:pos:R:3:nbo_charge:R:1
C -1.238 -1.672 -1.499 0.10
N -1.204 -0.519 -0.883 -0.27
C -2.482 0.074 -0.497 -0.22
C -2.704 -0.181 1.016 -0.61
C -0.002 -0.073 -0.424 0.18
C 0.498 1.116 -0.067 0.06
C -0.131 2.447 -0.473 -0.65
C 1.863 0.988 0.527 -0.27
N 2.375 -0.331 0.121 -0.25
C 3.036 -0.613 -1.142 -0.41
N 1.306 -1.224 0.137 -0.25
C 1.084 -1.645 1.489 -0.45
H -2.100 -2.030 -1.984 0.21
H -0.397 -2.436 -1.612 0.26
H -2.627 1.054 -0.810 0.23
H -3.102 -0.314 -1.250 0.22
H -2.094 -0.936 1.291 0.21
H -2.598 0.740 1.665 0.24
H -3.715 -0.494 1.043 0.24
H -0.685 2.468 -1.362 0.23
H 0.734 3.228 -0.419 0.24
H -0.814 2.721 0.210 0.23
H 2.486 1.710 0.166 0.23
H 1.835 0.874 1.563 0.24
H 2.641 -0.070 -1.907 0.18
H 4.016 -0.208 -0.961 0.21
H 3.104 -1.646 -1.165 0.23
H 0.500 -1.003 2.012 0.18
H 0.531 -2.551 1.703 0.21
H 2.082 -1.828 1.840 0.24
```


Entry two
Density functional theory data (the ωB97M-V functional and the def2-TZVPD basis) for an isolated ion of composition C9H18N3 and charge +1.

The net charge is +1. Its spin multiplicity is 1.

XYZ file:
```
30
Properties=species:S:1:pos:R:3:nbo_charge:R:1
C -0.491 0.993 0.222 -0.05
C 0.161 -0.067 0.424 0.20
C 1.280 -1.091 2.111 0.00
C -1.765 0.953 -0.522 -0.25
C -0.064 2.380 0.513 -0.64
C 2.394 -0.037 -1.233 -0.64
C -0.715 -1.701 -1.476 -0.44
C -2.968 -0.527 1.107 -0.41
C 2.532 -0.491 0.161 -0.24
N -1.385 -1.320 -0.215 -0.14
N -2.307 -0.393 -0.119 -0.15
N 1.269 -0.562 0.899 -0.29
H 2.135 -1.416 2.704 0.23
H 0.417 -0.862 2.654 0.20
H -2.330 1.798 -0.148 0.23
H -1.799 1.098 -1.534 0.24
H -0.689 2.766 1.432 0.24
H -0.336 3.091 -0.203 0.24
H 0.917 2.501 0.852 0.23
H 3.318 0.361 -1.534 0.25
H 2.004 -0.651 -2.004 0.24
H 1.635 0.803 -1.276 0.22
H -0.988 -1.059 -2.224 0.20
H 0.319 -1.955 -1.344 0.21
H -1.152 -2.536 -1.893 0.23
H -2.389 -0.020 2.047 0.16
H -3.931 -0.135 1.247 0.23
H -2.940 -1.484 1.463 0.24
H 3.311 0.094 0.766 0.25
H 3.007 -1.507 0.204 0.24
```


Bottom line: entry one, by a margin of 17.6 kcal/mol.